Density functional theory data (the ωB97M-V functional and the def2-TZVPD basis) for a molecular structure, C7H10CrF12O14S4 in a non-equilibrium geometry.

Output
Multiplicity   5
Charge   -2
Energy   -5161.97272 a.u.
HOMO (spin up / spin down)   -2.554 / -4.348 eV
Kohn-Sham gap (spin up / spin down)   6.7 / 8.5 eV
F_max   1.4 eV/Å
⟨S²⟩   6.004

Each line ends with the Mulliken charge.
CARTESIAN COORDINATES (ANGSTROEM)
Cr  -0.145  0.413  -0.030  0.294
C  -4.190  -0.564  1.858  0.634
F  -3.826  -1.045  3.044  -0.223
F  -5.478  -0.906  1.665  -0.256
F  -4.115  0.774  1.909  -0.231
S  -3.139  -1.278  0.501  1.067
O  -3.910  -1.176  -0.716  -0.676
O  -2.005  -0.342  0.553  -0.221
O  -2.858  -2.598  0.976  -0.592
C  3.779  0.528  -1.743  0.611
F  4.910  0.980  -2.298  -0.255
F  3.075  -0.141  -2.645  -0.202
F  4.116  -0.308  -0.765  -0.221
S  2.806  1.945  -1.080  1.312
O  2.634  2.795  -2.237  -0.718
O  1.529  1.380  -0.630  -0.601
O  3.599  2.452  0.011  -0.734
C  1.857  -2.868  -2.802  0.459
F  2.905  -2.737  -1.979  -0.212
F  2.062  -2.033  -3.846  -0.245
F  1.856  -4.110  -3.303  -0.226
S  0.270  -2.516  -1.913  1.365
O  0.308  -3.445  -0.826  -0.673
O  0.425  -1.103  -1.540  -0.248
O  -0.716  -2.757  -2.940  -0.736
C  2.370  -1.499  3.240  0.567
F  3.099  -2.045  2.247  -0.232
F  2.653  -2.166  4.363  -0.225
F  2.784  -0.229  3.362  -0.229
S  0.567  -1.636  2.797  1.169
O  0.398  -3.043  2.624  -0.678
O  -0.129  -1.017  3.902  -0.730
O  0.524  -0.860  1.551  -0.582
C  0.857  2.185  2.267  -0.504
O  -0.332  1.949  1.520  -0.012
H  1.381  3.087  1.940  0.393
H  0.630  2.331  3.329  0.231
H  1.503  1.328  2.168  -0.022
H  -0.928  2.695  1.604  0.152
C  -3.031  2.286  -1.067  -0.776
C  -2.226  1.912  -2.284  -0.339
O  -1.032  1.227  -1.857  -0.045
H  -3.505  1.395  -0.666  0.099
H  -3.852  2.935  -1.384  0.437
H  -2.365  2.762  -0.351  0.021
H  -1.946  2.733  -2.957  0.385
H  -2.736  1.221  -2.969  0.324
H  -0.434  1.105  -2.602  0.127

=====

Density functional theory data (the ωB97M-V functional and the def2-TZVPD basis) for a single C7H10F2IN molecule in a non-equilibrium geometry.

Output
Energy   -824.72237 a.u.
HOMO (spin up / spin down)   -7.589 / -7.585 eV
Kohn-Sham gap (spin up / spin down)   7.1 / 7.1 eV
F_max   4.1 eV/Å
Energy relative to the best compared isomer or geometry (same formula, charge and spin)   3.746 eV

Each line ends with the Mulliken charge.
CARTESIAN COORDINATES (ANGSTROEM)
C  -1.354  2.405  0.302  -0.706
C  1.307  -0.565  0.880  -0.771
C  1.749  0.519  -0.139  -0.663
C  0.691  -1.678  0.032  -0.830
C  0.758  1.624  -0.236  -0.041
C  -1.524  -0.732  -0.921  -1.154
C  -0.922  -1.823  0.006  1.031
N  -0.183  1.793  0.565  -0.256
F  -1.504  -1.826  1.292  -0.308
F  -1.095  -3.066  -0.527  -0.306
I  -2.828  0.544  -0.061  0.317
H  -1.983  2.786  1.152  0.440
H  -1.486  2.927  -0.662  0.336
H  2.121  -0.867  1.413  0.474
H  0.530  -0.180  1.571  0.384
H  2.705  1.016  0.170  0.382
H  1.886  0.236  -1.202  0.351
H  1.091  -1.525  -1.098  0.239
H  1.031  -2.608  0.450  0.416
H  0.826  2.362  -1.209  0.221
H  -1.814  -1.339  -1.778  0.443

=====

Density functional theory data (the ωB97M-V functional and the def2-TZVPD basis) for 2 unconnected molecules or ions with the total composition C7H10F2N2O2S in a non-equilibrium geometry.

Output
Energy   -1130.58499 a.u.
SMILES string   O=S(=O)(F)NCCF.c1ccncc1
HOMO   -10.132 eV
Kohn-Sham gap   10.3 eV
F_max   6.1 eV/Å

Each line ends with the Mulliken charge.
CARTESIAN COORDINATES (ANGSTROEM)
O  0.838  -3.658  1.141  -0.561
S  0.710  -2.860  -0.099  1.114
O  2.007  -2.238  -0.476  -0.571
F  0.293  -3.905  -1.293  -0.231
N  -0.518  -1.721  0.171  -0.291
C  -1.605  -1.752  -0.840  -0.386
C  -2.702  -2.769  -0.324  -0.189
F  -3.832  -2.031  0.044  -0.314
H  -0.144  -0.782  0.333  0.254
H  -2.085  -0.756  -0.990  0.369
H  -1.276  -2.082  -1.853  0.290
H  -2.306  -3.269  0.588  0.241
H  -2.941  -3.568  -1.057  0.262
C  1.842  3.594  1.118  -0.152
C  0.637  3.987  0.555  -0.421
C  -0.038  3.083  -0.248  -0.166
N  0.408  1.850  -0.518  -0.466
C  1.574  1.495  0.035  -0.091
C  2.324  2.322  0.856  -0.616
H  2.399  4.272  1.753  0.369
H  0.230  4.973  0.736  0.353
H  -0.985  3.344  -0.707  0.360
H  1.911  0.491  -0.204  0.489
H  3.259  1.979  1.278  0.356